# C3H11NO

A 2-piece molecular cluster, C3H11NO overall in a non-equilibrium geometry (ωB97M-V/def2-TZVPD, the Open Molecules 2025 dataset).

```
16
Properties=species:S:1:pos:R:3
C 1.06268 0.17389 -1.11968
N -2.28989 -0.18696 -1.18956
H 0.34432 -0.65262 -1.28614
H 2.14506 -0.12829 -0.99447
H 1.00235 0.69380 -2.04835
H -3.24498 -0.23508 -1.50555
H -2.06619 -0.91915 -0.54104
H -1.78685 0.01058 -2.03703
C 0.93789 0.81119 1.26736
O 0.86824 1.20747 -0.17500
C 0.27350 -0.52293 1.55659
H 2.05410 0.77435 1.46188
H 0.44912 1.62580 1.79901
H 0.32806 -0.75657 2.61902
H -0.79104 -0.50306 1.15643
H 0.71364 -1.39242 1.03656
```

Results
Energy relative to the best compared isomer or geometry (same formula, charge and spin), kcal/mol: 36.6
E, Eh: -250.83828
Multiplicity: 1
Strongest force on any atom, eV Å⁻¹: 2.58
Gap between HOMO and LUMO, hartree: 0.386
E_HOMO, eV: -9.49

Atomic partial charges in e from the Mulliken method, atoms 1 to 8: number 1, C, carries -0.6827; number 2, N, carries -0.5670; number 3, H, carries 0.1961; number 4, H, carries 0.2991; number 5, H, carries 0.2777; number 6, H, carries 0.2066; number 7, H, carries 0.2086; number 8, H, carries 0.1908